10 unconnected molecules or ions with the total composition C33H81N2O30P7S at a distorted geometry. Source: the OMol25 dataset; level of theory: ωB97M-V/def2-TZVPD.

Summary:
M (g/mol): 1234.88
SMILES: COP(=O)(OC)OC.COP(=O)(OC)OC.COP(=O)(OC)OC.COP(=O)(OC)OC.COP(=O)(OC)OC.COP(=O)(OC)OC.COP(=O)(OC)OC.O=S1(=O)CCCC1.c1cc[nH]c1.c1cc[nH]c1
Calculated total energy (eV): -175812.2095
HOMO level (eV): -8.64
Largest force on an atom (eV Å⁻¹): 1.818

Last column: Mulliken charge in e.
CARTESIAN COORDINATES (ANGSTROEM)
C -1.190340 -17.443031 1.865329  -0.01
O -2.216957 -16.460962 1.792472  -0.31
P -1.878096 -15.014791 1.163571  0.55
O -0.580558 -14.894271 0.502984  0.30
O -3.121108 -14.729470 0.200120  -0.46
C -3.639231 -15.718121 -0.694047  -0.37
O -2.107595 -14.017420 2.365728  -0.32
C -1.525028 -14.271870 3.639910  -0.75
H -1.312761 -18.309013 1.207005  -0.24
H -1.195057 -17.844601 2.879390  0.38
H -0.202794 -17.055061 1.611079  0.14
H -3.509761 -15.339205 -1.711014  0.15
H -4.698385 -15.885880 -0.524694  0.28
H -3.078054 -16.653357 -0.667109  0.11
H -2.308631 -14.461212 4.372288  0.25
H -1.001876 -13.374464 3.971925  0.30
H -0.792097 -15.078448 3.631627  0.31
C 6.659088 -18.195028 -0.193768  -0.75
O 5.370539 -17.541004 -0.209802  -0.37
P 4.496704 -17.151368 -1.453585  0.72
O 4.583506 -18.038868 -2.621753  -0.81
O 2.984408 -17.039862 -0.919306  0.12
C 2.663328 -16.243020 0.223850  0.38
O 4.953875 -15.637535 -1.732208  -0.20
C 4.248096 -14.891646 -2.741905  -0.33
H 6.881779 -18.408280 -1.238870  0.36
H 6.532187 -19.059746 0.447532  0.24
H 7.425213 -17.527643 0.194930  0.22
H 3.013700 -15.212646 0.257046  -0.29
H 3.017633 -16.806119 1.088016  0.49
H 1.579571 -16.120381 0.292740  -0.51
H 3.248694 -14.726804 -2.332708  -0.13
H 4.281579 -15.479359 -3.656628  0.45
H 4.666854 -13.890882 -2.804316  0.10
C 6.777327 -13.939224 1.203533  -0.73
O 5.771922 -13.461181 0.332144  -0.14
P 4.493743 -12.642120 0.797773  0.41
O 3.838418 -13.123704 2.022555  -0.80
O 3.569327 -12.774138 -0.485257  0.73
C 2.214663 -12.270244 -0.454528  -0.29
O 4.984420 -11.119685 0.884117  -0.30
C 5.758130 -10.589141 -0.201547  -0.57
H 6.609786 -13.626286 2.241080  0.36
H 7.714948 -13.461469 0.917640  0.30
H 6.786368 -15.027140 1.225860  0.06
H 1.591649 -13.109643 -0.141772  0.08
H 2.025671 -11.984754 -1.486212  -0.26
H 2.100812 -11.466114 0.272379  0.52
H 5.544970 -11.153441 -1.113522  0.20
H 6.825171 -10.706602 -0.015384  0.25
H 5.477477 -9.551761 -0.353794  0.28
C -1.535380 -6.873052 -1.276469  -0.76
O -1.586821 -8.234979 -0.926651  -0.33
P -0.417728 -8.925042 -0.038668  0.49
O -0.364720 -8.400900 1.316982  -0.78
O 0.892687 -8.688409 -0.909155  -0.41
C 0.965449 -9.069146 -2.289265  -0.34
O -0.708817 -10.458000 -0.235681  0.58
C -1.984016 -11.015908 0.171605  -0.37
H -2.500556 -6.394653 -1.106289  0.31
H -1.257298 -6.794201 -2.331388  0.22
H -0.825345 -6.247711 -0.725735  0.35
H 1.188274 -8.214286 -2.920187  0.41
H 0.027841 -9.532824 -2.601515  0.15
H 1.727892 -9.842302 -2.369228  0.06
H -2.391136 -11.371827 -0.772882  0.11
H -2.586059 -10.239515 0.641249  0.46
H -1.842591 -11.832192 0.873546  -0.06
C -2.357950 -9.422182 -5.294768  -0.59
O -3.470313 -8.873173 -5.982861  -0.20
P -3.248335 -7.885409 -7.196507  0.37
O -2.555544 -6.636441 -6.852328  -0.74
O -2.450190 -8.767620 -8.248777  0.41
C -1.658232 -8.194831 -9.288558  -0.77
O -4.721990 -7.728741 -7.812113  -0.28
C -4.817542 -6.896245 -8.969972  -0.70
H -1.758541 -10.047258 -5.959696  0.12
H -2.616333 -9.991106 -4.406901  0.08
H -1.702660 -8.591254 -5.004353  0.49
H -1.897848 -7.153597 -9.468521  0.44
H -1.754143 -8.825203 -10.176029  0.25
H -0.605357 -8.367893 -9.047935  0.19
H -4.017648 -6.153961 -9.042365  0.31
H -5.739343 -6.323567 -8.920711  0.29
H -4.740501 -7.541629 -9.845917  0.23
C 1.619082 -11.587700 -8.657649  -0.81
O 0.411546 -11.382321 -7.951222  -0.12
P -0.940268 -12.080849 -8.374210  0.42
O -2.120111 -11.862371 -7.511012  0.31
O -1.109143 -11.637631 -9.890745  -0.33
C -2.172297 -12.189147 -10.661235  -0.64
O -0.501921 -13.606256 -8.568820  -0.37
C -0.062520 -14.385527 -7.455519  -0.27
H 2.263010 -12.262608 -8.086195  0.18
H 2.203170 -10.672314 -8.728170  0.31
H 1.510384 -12.075127 -9.625947  0.36
H -1.772331 -12.719117 -11.523269  0.32
H -2.897887 -11.401842 -10.863052  0.29
H -2.763836 -12.951190 -10.139759  0.09
H 0.931694 -14.782569 -7.661423  0.33
H -0.722879 -15.250275 -7.367630  0.33
H -0.095543 -13.851290 -6.507080  -0.18
C -0.152202 -17.575671 -1.797927  0.18
O -0.694714 -18.676496 -2.511777  -0.34
P -1.792738 -19.658853 -1.869852  1.06
O -3.117670 -19.065780 -1.696328  -0.77
O -1.106514 -20.182395 -0.532257  -0.25
C -1.850869 -21.078208 0.287002  -0.81
O -1.748871 -20.913551 -2.859376  -0.35
C -0.507706 -21.498242 -3.238320  -0.66
H 0.837308 -17.422896 -2.218845  0.18
H -0.018244 -17.768082 -0.728707  0.00
H -0.769691 -16.676945 -1.824152  -0.08
H -1.192538 -21.780387 0.793368  0.26
H -2.585488 -21.654690 -0.279780  0.35
H -2.410898 -20.510646 1.032346  0.29
H -0.395108 -21.480495 -4.320218  0.26
H -0.534456 -22.534172 -2.887135  0.28
H 0.373087 -21.055566 -2.770441  0.31
O -6.667690 -12.046934 -8.977133  -0.66
S -6.536645 -12.904807 -7.817179  1.06
O -7.679901 -13.619948 -7.286078  -0.65
C -5.155017 -14.062632 -8.178575  -0.45
C -4.341192 -14.167680 -6.905107  0.28
C -4.853804 -13.228466 -5.785666  -0.44
C -5.593090 -12.098244 -6.489141  -0.33
H -4.585740 -13.514491 -8.929737  -0.08
H -5.602884 -14.933081 -8.651178  0.57
H -4.491931 -15.191114 -6.548914  0.49
H -3.268282 -14.018170 -7.005156  -0.64
H -4.085966 -12.917549 -5.084184  0.00
H -5.580313 -13.848503 -5.252408  0.44
H -4.862053 -11.457870 -6.987013  -0.15
H -6.281482 -11.524725 -5.871056  0.59
C -0.238235 -12.606254 -4.175500  0.08
C 0.752590 -13.527006 -3.837873  -0.52
C 0.321200 -14.163848 -2.710926  -1.34
N -0.869619 -13.639259 -2.326077  0.98
C -1.225725 -12.646311 -3.207273  -2.02
H -0.210963 -11.993977 -5.066758  0.82
H 1.693941 -13.709361 -4.331604  0.42
H 0.788964 -14.884103 -2.056379  0.82
H -1.403544 -13.976094 -1.545169  -0.16
H -2.126061 -12.067262 -3.091925  0.68
C 5.930591 -11.481420 -5.436950  -0.46
C 4.741981 -10.753769 -5.642904  -1.31
C 3.743763 -11.686146 -5.852502  -0.52
N 4.322532 -12.927330 -5.787586  0.17
C 5.651170 -12.822947 -5.496899  -0.57
H 6.934724 -11.135257 -5.242620  0.45
H 4.633784 -9.683168 -5.616539  0.47
H 2.675612 -11.635730 -5.979740  0.93
H 3.797356 -13.783205 -5.784763  0.30
H 6.261098 -13.704940 -5.405889  0.52

Cartesian forces, eV/Å:
0.7 -0.9 0.4
0.4 0.6 -0.7
-1.4 -0.7 0.2
0.5 -0.2 -0.3
0.5 0.4 1.2
0.4 -0.3 -1.0
-0.4 0.0 -0.7
0.4 0.4 0.7
-0.7 0.4 -0.2
0.1 0.2 0.0
-0.1 0.3 0.2
-0.1 0.1 0.1
0.1 0.0 0.3
-0.2 -0.1 0.3
-0.1 -0.3 -0.2
0.0 0.0 -0.2
-0.2 -0.1 -0.1
-0.7 0.4 -0.8
-0.3 0.5 0.8
-0.3 0.4 -0.8
0.0 0.2 0.4
0.9 0.3 -0.5
-0.6 -0.2 0.9
0.2 -0.5 0.4
-0.3 -0.2 1.0
0.3 -0.6 0.2
0.3 -0.2 -0.2
-0.2 0.1 0.1
0.7 -0.1 -0.4
0.0 0.4 0.2
0.0 -0.4 -0.2
-0.3 -0.2 -0.6
-0.2 0.3 -0.2
0.5 -0.2 -0.2
0.1 0.6 1.1
-0.7 0.2 -0.7
-0.3 -0.4 0.7
0.4 0.5 -0.2
1.1 0.2 -0.1
0.2 -0.6 0.2
-0.2 -0.4 0.1
-0.1 -0.5 -0.5
-0.3 0.0 -0.1
0.1 -0.5 -0.2
0.2 0.0 -0.4
-0.3 0.2 -0.1
-0.4 0.2 0.2
0.0 0.2 -0.2
-0.1 0.2 -0.1
0.0 0.2 0.3
0.1 0.0 0.2
0.2 1.1 -0.4
0.3 -1.1 0.6
-0.5 1.1 -1.0
0.3 -0.1 0.2
0.0 0.1 0.5
-0.4 -0.8 0.2
0.1 -0.2 0.2
0.4 0.3 -0.5
-0.1 -0.3 -0.2
-0.2 0.0 0.0
0.2 -0.5 0.3
0.1 0.1 0.1
0.0 0.1 -0.1
0.2 0.2 -0.2
-0.5 -0.1 0.3
-0.2 -0.1 -0.1
0.3 0.0 0.0
1.7 0.6 -0.3
-1.1 -0.3 -0.5
0.2 0.2 0.2
-0.2 0.0 -0.3
-0.2 -0.2 -0.1
0.7 -1.0 -0.1
0.7 -0.1 0.9
0.3 0.2 -0.3
-0.3 -0.2 0.0
-0.6 0.1 -0.1
-0.1 -0.1 0.3
0.2 0.1 0.0
-0.6 0.3 -0.1
0.0 0.6 0.3
0.1 -0.1 0.3
-0.2 -0.4 -0.1
-0.4 0.1 -0.1
1.4 -0.9 0.0
-0.8 0.7 0.4
-0.6 -0.5 -0.3
1.3 -0.1 -0.3
0.3 -0.1 0.5
-1.0 -0.5 0.2
-0.1 0.3 -0.1
-0.3 -0.7 0.1
-0.2 0.0 0.1
-0.5 0.2 -0.1
-0.4 0.4 -0.1
0.1 0.5 -0.2
0.3 0.1 -0.5
0.4 0.1 0.4
0.1 0.3 0.0
-0.1 0.1 0.0
0.1 0.1 -0.1
0.4 0.3 0.7
-0.8 -1.1 0.5
0.5 0.4 -1.1
0.0 -0.3 0.1
0.4 0.1 -0.1
-0.8 -0.2 0.4
-0.3 1.1 0.4
0.5 -0.9 0.3
-0.1 0.3 0.0
0.0 -0.4 -0.1
-0.1 -0.1 -0.6
0.3 0.2 -0.1
0.1 0.1 -0.2
0.1 0.0 0.0
-0.1 0.1 0.0
0.0 0.0 -0.3
-0.2 0.4 0.0
-0.4 0.0 0.5
1.3 -0.4 -0.3
0.5 0.4 -0.1
-0.3 1.5 -0.4
0.3 -1.5 1.0
-1.3 -0.8 -0.6
0.0 0.2 0.0
-0.2 0.0 -0.1
0.2 -0.3 0.4
0.4 0.0 0.2
-0.1 0.1 -0.6
0.1 0.2 -0.2
-0.1 0.4 0.4
-0.2 0.2 -0.1
0.1 0.0 0.0
-0.7 1.1 -0.4
0.5 -0.7 0.2
0.3 -0.5 1.0
-0.1 0.5 -0.5
0.3 -0.4 -0.4
-0.2 0.2 0.2
-0.1 0.0 -0.1
0.1 -0.1 -0.2
0.1 0.1 0.3
-0.1 -0.1 0.0
1.0 -0.5 0.3
-0.6 -0.2 -0.1
0.3 -0.1 0.2
-0.4 -0.1 0.2
-0.4 0.2 -0.3
-0.2 0.3 0.0
-0.1 0.0 -0.1
0.0 0.3 0.0
0.1 -0.1 -0.1
0.1 0.1 0.0